(1)
Below is 2 unconnected molecules or ions with the total composition C17H20Cl2NO2, with properties calculated with ωB97M-V with the def2-TZVPD basis set.

As for the highest occupied orbital energy: -11.549 eV. The energy relative to the best compared isomer or geometry (same formula, charge and spin) comes out at 179.8 kJ/mol. The calculation puts the orbital gap at 5.7 eV. Its net charge is +1. The spin multiplicity is 1. As for the calculated total energy: -48575.538 eV.

Structure (XYZ):
```
42
Properties=species:S:1:pos:R:3:lowdin_charge:R:1
Cl 5.05705 2.37106 -1.52920 0.772
C 3.81132 1.90380 -0.45036 -0.632
C 3.13990 2.88225 0.30506 -0.074
C 2.20697 2.48748 1.24999 -0.010
C 1.90850 1.10895 1.49675 -0.179
C 1.02131 0.81564 2.57185 0.116
C 0.12642 -0.28212 2.71772 -0.184
C -1.07319 -0.05262 3.45911 0.021
C -2.01371 -1.05100 3.66115 -0.068
C -1.79076 -2.32963 3.12176 -0.636
Cl -2.90324 -3.59489 3.43170 0.768
C -0.63904 -2.58348 2.35945 -0.070
C 0.31420 -1.58708 2.18636 -0.006
C 2.53435 0.15706 0.64227 0.037
C 3.48887 0.54695 -0.29500 -0.055
H 3.37070 3.93411 0.14855 0.122
H 1.66442 3.24012 1.82832 0.134
H 0.82946 1.64702 3.25265 0.119
H -1.23519 0.94559 3.87336 0.133
H -2.91992 -0.86121 4.23247 0.121
H -0.49652 -3.56820 1.91777 0.121
H 1.22439 -1.82941 1.64685 0.100
H 2.31790 -0.89915 0.75416 0.100
H 3.99735 -0.19307 -0.90982 0.122
O 2.22490 -2.05688 4.26418 -0.094
C 1.75335 -1.98192 5.60986 -0.222
C 2.42225 -0.77641 6.21819 -0.218
N 2.41277 0.32155 5.27927 -0.070
C 3.13550 1.46411 5.78755 -0.221
C 3.26882 2.51534 4.71911 -0.234
O 3.96536 1.86210 3.65482 -0.080
H 1.96769 -2.90932 3.87852 0.096
H 0.66173 -1.85636 5.64092 0.117
H 2.08720 -2.87062 6.16185 0.127
H 1.92091 -0.45542 7.13936 0.131
H 3.46623 -1.05369 6.45607 0.130
H 2.80266 -0.00553 4.39378 0.093
H 2.59801 1.84859 6.66411 0.132
H 4.15084 1.15852 6.09771 0.131
H 2.28431 2.86556 4.38012 0.103
H 3.88354 3.33086 5.12248 0.127
H 4.12529 2.49940 2.94173 0.081
```



(2)
Below is a single C17H20ClN3O3 molecule, with properties calculated with ωB97M-V with the def2-TZVPD basis set.

As for the highest occupied orbital energy: -8.466 eV. The energy relative to the best compared isomer or geometry (same formula, charge and spin) comes out at 207.5 kJ/mol. The calculation puts the orbital gap at 8.4 eV. The spin multiplicity is 1. The structure (SMILES) is O=C(NCCCN1CCOCC1)c1cc(-c2ccc(Cl)cc2)on1. As for the calculated total energy: -41087.844 eV.

Structure (XYZ):
```
44
Properties=species:S:1:pos:R:3:lowdin_charge:R:1
O 0.46011 -2.74421 1.36556 0.075
C 0.19782 -2.23993 0.29109 -0.464
N -0.93269 -2.45831 -0.40713 0.074
H -1.05508 -1.93400 -1.26102 0.129
C -2.04871 -3.21466 0.10529 -0.177
C -3.22723 -2.30744 0.46728 -0.151
C -2.90652 -1.36479 1.65265 -0.178
N -3.03967 0.05495 1.41022 -0.179
C -2.08553 0.61096 0.47141 -0.172
C -2.18024 2.13678 0.52590 -0.193
H -1.52278 2.59098 -0.21744 0.125
O -3.48298 2.58143 0.22789 -0.131
C -4.41129 2.02667 1.13017 -0.199
C -4.38187 0.49753 1.08677 -0.171
H -5.07475 0.09498 1.82829 0.127
H -4.70578 0.16857 0.08375 0.124
H -5.39101 2.40537 0.83368 0.124
H -4.18140 2.36063 2.15302 0.126
H -1.89157 2.47848 1.53122 0.127
H -1.08079 0.29799 0.76146 0.118
H -2.27237 0.28586 -0.56720 0.122
H -3.56165 -1.59981 2.49559 0.119
H -1.87812 -1.53291 1.98060 0.112
H -3.49078 -1.71557 -0.41179 0.100
H -4.08570 -2.93533 0.70674 0.108
H -1.69274 -3.74632 0.99069 0.123
H -2.35924 -3.94562 -0.64887 0.120
C 1.12636 -1.30483 -0.39684 -0.194
N 0.79494 -0.66670 -1.49768 0.116
O 1.83735 0.11062 -1.84249 0.027
C 2.83447 -0.04066 -0.94784 -0.200
C 2.42940 -0.94168 0.00939 0.080
H 2.94814 -1.30521 0.86923 0.120
C 4.06289 0.70623 -1.12728 -0.150
C 5.12559 0.55296 -0.23561 -0.010
C 6.29446 1.26494 -0.41265 -0.094
C 6.40925 2.13808 -1.48557 -0.672
C 5.36235 2.30304 -2.38133 -0.091
C 4.19541 1.58895 -2.20085 -0.005
H 3.37461 1.70870 -2.89069 0.120
H 5.46462 2.98505 -3.21052 0.108
Cl 7.87013 3.02753 -1.70714 0.684
H 7.11671 1.14698 0.27521 0.107
H 5.03588 -0.12627 0.59684 0.116
```



(3)
Below is a molecular structure, C17H20ClN3O8S, with properties calculated with ωB97M-V with the def2-TZVPD basis set.

As for the highest occupied orbital energy: -9.063 eV. The calculation puts the orbital gap at 7.7 eV. The spin multiplicity is 1. As for the calculated total energy: -62159.503 eV.

Structure (XYZ):
```
50
Properties=species:S:1:pos:R:3:lowdin_charge:R:1
O 1.37246 -0.12375 0.18653 0.183
C 1.84466 0.11783 -0.85003 -0.305
N 2.36908 0.39694 -1.95041 0.157
C 2.11390 1.85153 -2.12689 -0.147
C 0.70767 2.26647 -2.12200 0.043
C 0.28604 3.70960 -2.33555 -0.163
C -1.25917 3.99796 -2.30458 -0.093
C -1.62600 5.27283 -1.45436 -0.725
O -2.28412 5.12143 -0.46370 0.032
Cl -1.11112 6.96148 -1.84075 0.638
C 1.32399 4.70809 -2.55366 0.024
C 2.75766 4.26550 -2.51353 -0.282
N 3.86859 5.07602 -2.66650 -0.263
S 5.24868 4.14806 -2.52007 0.965
N 4.59253 2.60466 -2.29279 -0.224
C 3.23863 2.83466 -2.30127 -0.285
H -0.08724 1.49258 -1.96367 0.124
H -1.72364 3.12245 -1.75330 0.117
H -1.73157 3.98966 -3.32963 0.137
H 1.07431 5.77684 -2.74694 0.072
C -2.42044 -1.46683 0.77579 -0.065
C -3.78294 -1.17081 0.17864 -0.213
O -4.52123 -0.25641 0.99837 0.037
C -4.15607 1.02783 0.90536 -0.594
O -3.28292 1.46826 0.19726 0.108
O -4.91082 1.73749 1.75318 0.007
C -4.55423 3.11908 1.82537 -0.039
H -2.52079 -1.81157 1.80715 0.085
H -1.90195 -2.23132 0.19426 0.080
H -1.79562 -0.57214 0.79883 0.066
H -4.36737 -2.09124 0.13560 0.123
H -3.70208 -0.79239 -0.84329 0.122
H -4.53711 3.57649 0.83605 0.089
H -3.58447 3.22563 2.31388 0.102
H -5.30481 3.62798 2.42860 0.094
C 1.08156 -7.00134 1.59331 -0.069
C 2.47690 -6.78137 2.14440 -0.215
O 3.14063 -5.71035 1.46291 0.033
C 2.76088 -4.47610 1.81816 -0.597
O 1.93329 -4.20026 2.65022 0.122
O 3.44265 -3.59999 1.07038 0.011
C 3.06061 -2.23909 1.28100 -0.045
H 1.11556 -7.14640 0.51118 0.081
H 0.61758 -7.87476 2.05485 0.080
H 0.44254 -6.13627 1.77875 0.073
H 3.07798 -7.67653 1.97668 0.122
H 2.46118 -6.60093 3.22182 0.124
H 3.10719 -1.97335 2.33749 0.104
H 2.06116 -2.07224 0.88833 0.072
H 3.76015 -1.60715 0.73437 0.096
```



(4)
Below is a molecular structure, C17H20ClO2PdS2Se2Te2, with properties calculated with ωB97M-V with the def2-TZVPD basis set.

As for the highest occupied orbital energy (spin up / spin down): -3.364 / -3.944 eV. Its expectation value of S² is 2.020. The energy relative to the best compared isomer or geometry (same formula, charge and spin) comes out at 10.6 kJ/mol. The calculation puts the orbital gap (spin up / spin down) at 5.7 / 5.9 eV. Its net charge is -1. The spin multiplicity is 3. As for the calculated total energy: -205000.236 eV.

Structure (XYZ):
```
47
Properties=species:S:1:pos:R:3:lowdin_charge:R:1
Pd -1.83784 -2.83308 -1.04974 0.071
Se -1.11390 -1.98453 -3.46854 -0.232
Te -3.41359 -0.98646 -3.58990 0.036
Te -4.52391 -2.60642 -1.81790 0.124
Se -3.59157 -2.17425 0.51344 -0.180
Cl -0.09618 -5.23769 0.05434 0.372
C -0.70503 -4.48093 -1.46099 -0.816
H -1.32241 -5.18290 -2.04602 -0.016
H 0.18587 -4.26737 -2.11666 -0.041
O -0.10920 -2.02835 0.47418 -0.606
S 1.35401 -2.02561 0.51867 0.994
C 1.70176 -1.08983 2.03387 -0.370
C 2.95412 -0.60131 2.25719 -0.122
C 3.28698 0.18403 3.34785 -0.057
C 2.26474 0.51628 4.25575 -0.065
C 0.97927 -0.00795 4.03851 -0.065
C 0.69302 -0.81136 2.93976 -0.054
C 1.88126 -0.76203 -0.68726 -0.332
C 2.04240 -1.22324 -1.98477 -0.134
C 2.40614 -0.40071 -3.00099 -0.100
C 2.69403 0.92895 -2.77620 -0.066
C 2.43956 1.45382 -1.49247 -0.054
C 2.07160 0.57215 -0.44476 -0.088
H 3.65166 -0.79260 1.49400 0.100
H 4.25459 0.47550 3.57561 0.079
H 2.40790 1.13164 5.10033 0.084
H 0.24092 0.25370 4.79710 0.106
H -0.29916 -1.18416 2.74929 0.108
H 1.78762 -2.22513 -2.15669 0.074
H 2.55025 -0.80617 -3.99216 0.112
H 2.82950 1.65598 -3.57767 0.105
H 2.51169 2.45727 -1.14393 0.091
H 2.00649 0.98717 0.52926 0.095
O -2.39263 4.13710 1.46970 -0.550
S -1.57224 2.90217 1.26301 0.867
C -2.59995 1.47675 0.86187 -0.359
C -3.32747 1.83387 -0.45945 -0.218
C -2.39642 2.76277 -1.25499 -0.200
C -1.07692 2.89454 -0.42193 -0.363
H -3.24631 1.27428 1.71773 0.086
H -1.85996 0.68723 0.78032 0.056
H -4.24696 2.34775 -0.10138 0.117
H -3.66216 0.98222 -1.00273 0.034
H -2.79347 3.73614 -1.42752 0.086
H -2.16816 2.28417 -2.25674 0.114
H -0.42502 3.78390 -0.51169 0.089
H -0.41494 1.99267 -0.52868 0.086
```



(5)
Below is a molecular structure, C17H20FNO6PSn, with properties calculated with ωB97M-V with the def2-TZVPD basis set.

As for the highest occupied orbital energy: -11.464 eV. The calculation puts the orbital gap at 8.1 eV. Its net charge is +1. The spin multiplicity is 1. As for the calculated total energy: -49562.166 eV.

Structure (XYZ):
```
47
Properties=species:S:1:pos:R:3:lowdin_charge:R:1
Sn 2.06186 1.43927 -2.29089 1.204
C -4.91565 0.85647 0.02363 -0.014
C -3.99186 0.27549 1.08060 -0.294
C -4.48045 -1.04733 1.72723 -0.105
C -4.32882 -2.30525 0.81897 -0.119
C -2.95849 -2.30680 0.24243 -0.125
C -2.38767 -3.54931 -0.14319 0.085
C -1.12094 -3.61451 -0.73250 -0.206
F -0.63906 -4.75011 -1.32372 0.066
C -0.32632 -2.46902 -0.87808 0.083
C -0.90675 -1.21107 -0.59234 -0.055
C -0.17426 -0.01339 -0.79365 -0.253
O 0.84369 -0.19812 -1.64511 -0.306
C -0.63445 1.19602 -0.23485 -0.006
C -1.83590 1.10782 0.46574 0.032
N -2.63872 0.09729 0.55628 0.023
C -2.20675 -1.14187 0.03804 -0.029
C -0.07995 2.62492 -0.35269 -0.507
O -0.76077 3.53578 0.12274 0.072
O 1.01257 2.83396 -1.10166 -0.292
H -5.91456 0.95124 0.33593 0.068
H -4.85693 0.27137 -0.94571 0.116
H -4.60764 1.89807 -0.23320 0.100
H -3.81016 1.01486 1.81904 0.135
H -5.52002 -0.96579 2.01269 0.115
H -3.90343 -1.18184 2.67887 0.138
H -5.14737 -2.23537 0.01153 0.155
H -4.60469 -3.20393 1.34614 0.117
H -2.93863 -4.42870 -0.02819 0.115
H 0.70521 -2.56907 -1.25429 0.141
H -2.31594 2.02002 0.83363 0.161
C 5.93316 0.62711 -1.95302 -0.082
O 5.22050 0.45958 -0.69386 -0.316
P 3.81056 1.18833 -0.31600 0.592
O 3.01662 0.34375 0.78738 -0.304
C 3.12621 -1.10961 1.05204 -0.026
O 4.09094 2.51960 0.42607 -0.298
C 4.98813 3.65282 0.62622 -0.002
H 5.74857 -0.23973 -2.55887 0.080
H 7.01771 0.74603 -1.71288 0.111
H 5.54487 1.48657 -2.52488 0.079
H 3.70677 -1.55570 0.23337 0.091
H 2.16484 -1.56715 1.13439 0.071
H 3.61141 -1.15396 2.01651 0.093
H 4.50546 4.49738 0.05522 0.119
H 5.91915 3.37494 0.17463 0.080
H 4.97797 3.79892 1.69024 0.093
```